{"formula": "C43H73N2OPSSi2Sn", "method": "ωB97M-V with the def2-TZVPD basis set", "energy_ev": -92516.3092, "homo_ev": -1.09, "total_charge": -2, "lumo_energy_ev": 3.6, "e_above_lowest_kj_mol": 0.00, "largest_force_ev_per_a": 0.28, "species": ["C", "H", "P", "H", "H", "C", "C", "H", "C", "H", "H", "H", "H", "Si", "C", "H", "H", "H", "H", "C", "H", "C", "H", "H", "C", "C", "C", "C", "H", "H", "C", "C", "H", "H", "H", "C", "C", "H", "H", "H", "H", "H", "C", "H", "H", "C", "H", "C", "C", "H", "C", "C", "H", "H", "H", "H", "C", "S", "H", "C", "H", "H", "H", "H", "H", "H", "H", "H", "C", "N", "C", "C", "N", "H", "H", "C", "C", "C", "H", "C", "C", "H", "Sn", "H", "H", "H", "H", "C", "C", "H", "H", "C", "H", "H", "H", "C", "H", "H", "H", "H", "C", "H", "H", "H", "H", "H", "C", "H", "H", "H", "H", "C", "C", "C", "H", "C", "H", "C", "Si", "O", "C", "H", "H", "H"], "positions_angstrom": [[0.7951, -1.9149, -4.0695], [-4.3685, 3.6115, 1.4029], [3.0922, -0.5270, -0.0199], [-0.0839, -1.2655, -4.0226], [4.2539, -2.1974, -1.2817], [0.2277, 1.8404, 3.2403], [3.5429, 0.0641, 1.6414], [3.6362, -4.2252, 0.0985], [-0.1272, -4.7645, -1.7135], [2.8593, -3.1360, 1.2686], [-4.4418, 0.9628, -4.8225], [1.3325, -3.3264, 3.4422], [-0.2912, -4.0465, 3.3372], [-4.0642, -1.0343, -0.2801], [-0.0659, 5.2945, -2.0328], [-2.7231, 0.8904, -0.7466], [-3.1958, -3.3359, -0.5660], [-0.5734, 0.9181, -3.2110], [-0.1068, 8.0846, -2.2915], [-4.5588, -0.0798, 1.2737], [-4.0198, -2.0958, -3.7924], [-2.8116, -0.0960, -1.2255], [-4.5283, 4.4388, -0.1531], [2.2026, 0.1114, 4.7769], [0.3141, -0.6840, 3.2316], [-5.7034, -1.4022, -1.1762], [-1.9575, -0.7690, 4.9360], [-4.4424, 0.9585, -3.7266], [6.4039, 2.5266, 4.1298], [2.2299, -3.2407, -0.3738], [6.4770, 1.5735, 3.5955], [5.1209, 1.0027, 3.2719], [-1.8213, -2.8955, 4.7021], [0.4016, -3.1343, 1.9751], [-0.1952, -6.8356, -2.1876], [-1.3877, -1.9338, 4.4366], [-0.3861, 6.3572, -0.9943], [0.8789, -4.2430, -5.4163], [-6.3937, -1.9230, -0.5046], [0.4176, -6.5402, -4.5791], [-5.1932, -0.6880, 1.9250], [-1.2292, 0.5650, -4.8083], [3.8712, 0.5824, -1.3088], [7.0734, 0.9000, 4.2220], [-4.2315, -3.2568, 0.8776], [-0.2889, 0.5079, 3.6983], [-2.5813, -2.6162, 0.9157], [3.0900, 1.8992, -1.3038], [4.7809, 0.6022, 1.9870], [-3.3721, -1.8203, 6.1728], [0.0908, -3.4269, -2.1825], [-2.5352, 3.6617, 0.2444], [-2.1445, 4.5542, 0.7368], [-1.4699, 6.4715, -0.9059], [0.4505, 1.8180, 2.1731], [5.2434, -2.0786, 1.6151], [-1.4776, 0.9712, -3.8235], [-0.2830, 3.5991, -1.3957], [-2.3459, -2.3904, -3.3009], [2.9183, 0.2704, 3.9781], [3.5912, 0.0307, -2.2165], [-1.7222, 2.0288, -3.9627], [-2.6929, -1.6618, -4.8741], [-1.8406, 1.3702, 4.8810], [6.1331, -1.4771, 0.2220], [1.3341, 7.6114, -1.3890], [3.1763, 2.4003, -0.3360], [5.8330, -3.2122, 0.3903], [4.0716, -2.1134, -0.2024], [1.3746, -0.7033, 2.3506], [0.5864, -4.3954, -4.3797], [-2.1109, 3.6327, -1.2157], [-0.0035, -2.3593, -1.3969], [-4.4315, 2.6737, -0.0910], [4.3768, 1.0875, 5.2901], [-0.4595, -4.9951, -0.2666], [0.3323, -5.6839, -3.9203], [0.3168, -3.1810, 3.0641], [-2.5102, 4.4766, -1.7829], [-3.0042, -1.6921, -3.8259], [5.3728, 0.8525, -1.3982], [-5.1075, 0.8330, 1.0200], [-0.3412, -0.6707, -0.5276], [0.9856, 5.3390, -2.3274], [-4.4458, 1.9993, -3.3853], [-5.3741, 0.4985, -3.3904], [-4.0672, -0.4582, 5.2963], [-1.3920, 0.4386, 4.5404], [-0.2803, -1.9097, 3.5983], [-6.1897, -0.4851, -1.5180], [5.9621, -0.0656, -1.3789], [-3.1743, -0.8045, 5.8247], [-0.0224, 6.0003, -0.0280], [5.5938, 1.3673, -2.3407], [-0.6006, -6.0613, -0.0712], [0.4835, -3.2889, -3.5552], [1.1467, -1.9551, -5.1036], [7.0465, 1.7544, 2.6810], [1.5572, -1.4303, -3.4499], [5.7142, 1.5046, -0.5929], [0.2478, 7.7029, -1.3307], [5.5358, 0.7062, 1.2157], [-5.5438, -2.0412, -2.0489], [3.4634, 2.5791, -2.0779], [1.1565, 2.1167, 3.7477], [-0.5110, 2.6235, 3.4249], [-4.0546, 3.5956, 0.3582], [-0.6772, 5.3766, -2.9352], [-1.3611, -4.4624, 0.0315], [-3.6708, 0.2067, 1.8451], [-2.0838, 2.8104, 0.7575], [5.3988, -2.2176, 0.5439], [3.1444, -3.2536, 0.2176], [-0.0128, -5.8380, -2.5807], [0.3371, -4.6278, 0.3843], [-3.4748, -2.7221, 0.2949], [-3.0478, -0.1671, 6.7042], [4.1487, 0.8112, 4.2619], [-2.9322, 0.0198, -3.0319], [0.2953, 3.6128, -0.0253], [2.5393, -0.1271, 2.6518], [2.0267, 1.7255, -1.4791], [-2.4631, 2.7117, -1.6829], [0.0160, 8.4487, -0.5682]], "mulliken_charge": [-0.501, 0.374, 0.952, -0.175, 0.571, -1.628, 0.540, 0.571, 0.968, 0.121, 0.348, 0.387, 0.419, -0.003, -1.042, -0.972, 0.169, -0.044, 0.332, -0.910, 0.390, 1.362, 0.423, 0.449, -0.878, -1.282, 0.892, -1.307, 0.345, 0.047, -1.728, 0.315, 0.230, -0.247, 0.312, -1.133, 0.117, 0.311, 0.342, 0.337, 0.362, 0.494, 1.118, 0.290, 0.515, 1.744, -0.130, -1.583, 0.108, 0.373, 0.206, 0.465, 0.513, 0.207, 0.168, 0.268, -1.030, 0.616, 0.016, -0.888, -0.056, 0.384, 0.373, 0.337, 0.272, 0.329, 0.244, 0.492, 0.490, 0.787, -0.747, -0.059, 0.346, -0.044, 0.283, -0.712, -0.870, -1.019, 0.750, -0.840, -1.879, 0.242, -0.186, 0.434, 0.265, 0.260, 0.251, -0.938, 0.543, 0.256, 0.314, -1.573, 0.210, 0.487, 0.388, 0.944, 0.455, 0.336, -0.388, 0.380, -1.443, -0.088, 0.318, 0.533, 0.391, 0.450, -1.230, 0.407, -0.167, 0.168, -0.366, -1.674, -1.355, -0.674, -0.058, -0.499, 0.345, -0.893, 0.735, -0.629, -0.947, 0.034, -0.899, 0.390]}